[1]
{"formula": "C28H49N6OPdSi4Te", "method": "the ωB97M-V functional and the def2-TZVPD basis", "elements": ["Pd", "C", "N", "C", "C", "N", "C", "C", "C", "C", "C", "C", "N", "C", "N", "C", "C", "C", "C", "C", "C", "N", "H", "H", "H", "H", "H", "H", "H", "H", "H", "H", "H", "H", "H", "H", "H", "C", "N", "C", "C", "O", "H", "H", "H", "H", "H", "H", "H", "C", "Si", "C", "C", "Si", "Te", "Si", "C", "C", "C", "Si", "C", "C", "C", "H", "H", "H", "H", "H", "H", "H", "H", "H", "H", "H", "H", "H", "H", "H", "H", "H", "H", "H", "H", "H", "H", "H", "H", "H", "H", "H"], "coordinates": [[-1.4041, 0.1633, 0.4761], [-1.6739, 3.4591, 1.6310], [-2.5230, 2.8265, 0.6365], [-3.8931, 2.5442, 1.0322], [-4.1523, 1.1109, 1.3933], [-3.6041, 0.0597, 0.8395], [-4.2213, -1.0404, 1.4302], [-4.0469, -2.4039, 1.2030], [-4.8120, -3.2781, 1.9479], [-5.7406, -2.8202, 2.8950], [-5.9369, -1.4719, 3.1180], [-5.1592, -0.5998, 2.3669], [-5.0913, 0.7824, 2.3143], [-1.1092, 2.4671, 2.5991], [-1.4769, 1.2169, 2.6728], [-0.7081, 0.6618, 3.6912], [-0.6864, -0.6421, 4.1786], [0.1898, -0.9203, 5.2076], [1.0318, 0.0691, 5.7386], [1.0194, 1.3664, 5.2646], [0.1300, 1.6387, 4.2324], [-0.1525, 2.7910, 3.5116], [-0.8457, 3.9456, 1.1089], [-2.2030, 4.2431, 2.1949], [-2.5172, 3.3780, -0.2066], [-4.2212, 3.1802, 1.8658], [-4.5454, 2.7782, 0.1863], [-3.3563, -2.7465, 0.4477], [-4.7100, -4.3437, 1.7904], [-6.3265, -3.5390, 3.4509], [-6.6640, -1.1188, 3.8366], [-5.6317, 1.4313, 2.8588], [-1.3490, -1.3932, 3.7667], [0.2278, -1.9174, 5.6240], [1.7049, -0.1906, 6.5438], [1.6714, 2.1233, 5.6784], [0.2645, 3.6966, 3.6404], [-1.7271, -4.7605, -1.0226], [-0.8358, -4.1912, -0.0282], [0.0088, -5.1028, 0.7210], [-0.6996, -2.8706, 0.0972], [-1.3242, -2.0356, -0.5582], [-1.1542, -5.2700, -1.7996], [-2.3081, -3.9621, -1.4758], [-2.3936, -5.4816, -0.5483], [0.8046, -5.5111, 0.0943], [-0.5938, -5.9279, 1.0990], [0.4526, -4.5837, 1.5680], [0.0351, -2.5754, 0.8631], [3.5639, 3.5632, -0.6324], [4.1059, 1.8818, -1.2834], [5.2142, 2.1179, -2.7793], [5.0496, 0.9689, 0.0566], [2.1379, 0.7035, -1.8362], [1.1406, 0.2966, 0.4388], [2.5347, -1.4537, -2.7320], [3.6765, -1.2081, -4.2017], [0.9392, -2.2625, -3.2846], [3.3552, -2.5264, -1.4264], [0.6939, 2.0100, -3.1493], [-0.0555, 3.3229, -2.0308], [1.7207, 2.8056, -4.5059], [-0.6884, 0.9896, -3.8987], [4.4215, 4.1122, -0.2375], [2.8332, 3.4624, 0.1728], [3.1164, 4.1704, -1.4210], [5.9947, 2.8421, -2.5342], [4.6746, 2.4931, -3.6487], [5.7084, 1.1888, -3.0630], [5.9725, 1.5062, 0.2866], [5.3235, -0.0387, -0.2574], [4.4698, 0.8858, 0.9763], [3.1654, -0.6826, -5.0102], [4.0087, -2.1719, -4.5931], [4.5632, -0.6331, -3.9374], [0.5218, -1.7730, -4.1637], [0.1835, -2.2432, -2.4997], [1.1335, -3.3058, -3.5482], [4.2875, -2.0943, -1.0631], [3.5818, -3.5111, -1.8418], [2.6986, -2.6674, -0.5650], [0.7139, 3.9114, -1.5291], [-0.6528, 2.8201, -1.2688], [-0.6977, 4.0039, -2.5942], [2.4222, 3.5380, -4.1042], [1.0673, 3.3216, -5.2127], [2.2937, 2.0661, -5.0672], [-1.2024, 0.3842, -3.1499], [-0.3107, 0.3204, -4.6720], [-1.4230, 1.6503, -4.3657]], "s_squared": 2.0080, "spin_multiplicity": 3, "homo_lumo_gap_ev": [8.09, 6.11], "total_charge": 1, "homo_ev": [-9.8, -10.5]}

[2]
{"formula": "C2H2FI2N", "method": "the ωB97M-V functional and the def2-TZVPD basis", "elements": ["C", "C", "N", "F", "I", "I", "H", "H"], "coordinates": [[-0.2594, -0.6651, -0.3998], [0.1280, 0.9343, 0.9084], [-0.8085, -0.3810, -1.4393], [-0.7670, 1.8296, 0.7356], [0.3788, -2.3997, 0.3639], [2.0662, 1.3550, 0.0838], [0.0867, 0.5004, 1.8786], [-0.8249, -1.1735, -2.1312]], "homo_lumo_gap_ev": 8.94, "homo_ev": -8.8}

[3]
{"formula": "C22H22F2IMnN5OS", "method": "the ωB97M-V functional and the def2-TZVPD basis", "elements": ["Mn", "C", "C", "C", "C", "C", "C", "N", "N", "C", "C", "C", "C", "C", "C", "H", "H", "H", "H", "H", "H", "H", "H", "H", "N", "C", "S", "N", "C", "C", "C", "C", "C", "C", "H", "H", "H", "H", "H", "H", "H", "H", "N", "C", "O", "C", "I", "H", "H", "H", "H", "F", "C", "F", "H"], "coordinates": [[0.2317, -0.4987, -0.1154], [4.8657, -3.6272, -0.2568], [3.5295, -3.7891, 0.0733], [2.6700, -2.7037, 0.0171], [3.1631, -1.4615, -0.3599], [4.5029, -1.2893, -0.7044], [5.3466, -2.3821, -0.6510], [2.2519, -0.3609, -0.3707], [2.7080, 0.7751, -0.5851], [1.7400, 1.7778, -0.5959], [2.1219, 3.0785, -0.8856], [1.1427, 4.0620, -0.9541], [-0.1869, 3.7360, -0.7474], [-0.5815, 2.4268, -0.4471], [0.3919, 1.4592, -0.3599], [5.5400, -4.4718, -0.2071], [3.1546, -4.7578, 0.3755], [1.6274, -2.8404, 0.2752], [4.8704, -0.3193, -1.0028], [6.3885, -2.2637, -0.9152], [3.1662, 3.2982, -1.0635], [1.4207, 5.0820, -1.1811], [-0.9479, 4.5026, -0.8133], [-1.6286, 2.2031, -0.2988], [-2.5171, -1.8785, 2.4411], [-2.5886, -0.7316, 1.7782], [-2.0949, -0.7255, 0.0959], [-3.0648, 0.3359, 2.3898], [-3.2556, 1.6511, 1.8278], [-2.6308, 2.7218, 2.4478], [-2.8370, 3.9993, 1.9480], [-3.6464, 4.1871, 0.8357], [-4.2710, 3.1036, 0.2307], [-4.0915, 1.8242, 0.7366], [-2.1570, -2.6936, 1.9735], [-2.8916, -1.9919, 3.3723], [-3.3828, 0.2211, 3.3457], [-1.9962, 2.5623, 3.3116], [-2.3712, 4.8470, 2.4331], [-3.8102, 5.1845, 0.4489], [-4.9217, 3.2559, -0.6198], [-4.6017, 0.9782, 0.2948], [-0.5860, -2.0323, -3.8480], [-0.2898, -2.4102, -2.6205], [0.0711, -1.5662, -1.7646], [-0.3775, -3.8605, -2.2739], [1.3632, -4.8627, -2.9889], [-0.4764, -1.0665, -4.1180], [-0.8029, -2.7097, -4.5628], [-1.2385, -4.3314, -2.7399], [-0.4236, -3.9748, -1.1974], [1.7049, 0.1192, 2.2804], [0.5172, -0.2988, 1.8733], [0.4557, -1.6719, 1.9988], [-0.2761, 0.1790, 2.4437]], "s_squared": 4.1260, "spin_multiplicity": 4, "homo_lumo_gap_ev": [6.56, 7.05], "total_charge": 2, "homo_ev": [-14.2, -14.2]}

[4]
{"formula": "CH4OS2", "method": "the ωB97M-V functional and the def2-TZVPD basis", "elements": ["S", "S", "H", "H", "O", "C", "H", "H"], "coordinates": [[-2.0730, 0.6318, -0.4797], [-3.9301, 0.6951, 0.2983], [-1.4384, -0.1793, 0.3911], [-3.8621, 1.6930, 1.2156], [5.7871, -1.2789, -0.2434], [6.7780, -1.5363, 0.3644], [7.8130, -1.2196, 0.1694], [6.7873, -2.1808, 1.2695]], "homo_lumo_gap_ev": 10.07, "homo_ev": -9.6}

[5]
{"formula": "C32H28Cl4N5O6S4Y", "method": "the ωB97M-V functional and the def2-TZVPD basis", "elements": ["Y", "O", "N", "O", "C", "C", "C", "C", "C", "C", "N", "C", "C", "N", "C", "C", "C", "C", "H", "H", "H", "H", "H", "H", "H", "C", "C", "S", "C", "C", "S", "H", "H", "H", "H", "H", "H", "Cl", "C", "C", "Cl", "C", "Cl", "C", "O", "C", "O", "C", "Cl", "C", "C", "O", "C", "C", "C", "C", "C", "C", "H", "H", "H", "H", "H", "H", "H", "H", "C", "O", "C", "S", "S", "H", "H", "H", "N", "N", "H", "H", "H", "H"], "coordinates": [[-0.0077, -0.3516, 0.6709], [7.3154, -3.7365, 0.5672], [6.3996, -3.6190, 1.4099], [6.4466, -4.2866, 2.4897], [5.3515, -2.7471, 1.0218], [5.6556, -1.9810, -0.0690], [4.6497, -1.1336, -0.6022], [4.9364, -0.4115, -1.7749], [3.9192, 0.1827, -2.4855], [2.5994, -0.0649, -2.0308], [2.2646, -0.6397, -0.8200], [3.3228, -1.0933, -0.0778], [3.0638, -1.8084, 1.1203], [1.8889, -1.6164, 1.7968], [1.6153, -2.3113, 2.9525], [2.5232, -3.2442, 3.4523], [3.7504, -3.3964, 2.8411], [4.0594, -2.6936, 1.6269], [6.6251, -2.1292, -0.5329], [5.9950, -0.4026, -2.0569], [4.0935, 0.7672, -3.3927], [1.7817, 0.2377, -2.6774], [0.6064, -2.2011, 3.4325], [2.2966, -3.7563, 4.3949], [4.5280, -4.0650, 3.3025], [-3.1316, -2.0338, -2.9342], [-1.8756, -2.1007, -2.0900], [-0.8396, -0.8462, -2.3548], [-1.7434, -3.0898, -1.0633], [-2.9495, -3.9244, -0.7465], [-0.3909, -3.3089, -0.1612], [-3.2647, -1.1473, -3.5973], [-3.9920, -2.1097, -2.2260], [-3.1508, -2.9837, -3.5062], [-3.2368, -4.4118, -1.7173], [-3.7875, -3.1800, -0.4897], [-2.8141, -4.6040, 0.0732], [-3.9145, -0.2309, 6.5284], [-2.7356, 0.1862, 5.3197], [-1.8469, 1.2743, 5.5183], [-2.1384, 2.4316, 6.7381], [-0.7808, 1.5229, 4.6268], [0.4647, 2.7594, 4.8545], [-0.6934, 0.7178, 3.4655], [0.2259, 0.8935, 2.5804], [-1.6039, -0.3894, 3.3185], [-1.3903, -1.1563, 2.2406], [-2.6231, -0.6872, 4.2135], [-3.5710, -2.1480, 4.0455], [-4.1234, 0.5748, 0.5046], [-2.9967, 1.4016, 0.0442], [-1.7770, 0.9914, 0.1294], [-3.2835, 2.7707, -0.4986], [-2.4050, 3.4060, -1.4010], [-2.6186, 4.7421, -1.7383], [-3.6372, 5.4706, -1.1782], [-4.5171, 4.8549, -0.2758], [-4.3518, 3.5303, 0.0496], [-3.9089, -0.4829, 0.4562], [-5.0143, 0.8423, -0.0980], [-4.3251, 0.8289, 1.5934], [-1.6664, 2.8168, -1.9542], [-1.9097, 5.2226, -2.4057], [-3.7833, 6.5350, -1.3712], [-5.4026, 5.3439, 0.1370], [-5.1071, 3.0593, 0.7110], [1.0838, 0.3673, -6.1688], [1.2929, 0.9163, -4.8456], [0.8121, 2.2016, -4.6232], [-0.1774, 2.9877, -5.6730], [1.2874, 2.8370, -3.1093], [1.4334, -0.6628, -6.2051], [1.6958, 0.8938, -6.9030], [0.0235, 0.3464, -6.5013], [2.1447, 1.8805, 1.1769], [0.9975, 1.8830, 0.2922], [1.8042, 2.3242, 2.0714], [2.8454, 2.4997, 0.7726], [1.3233, 2.0229, -0.6855], [0.3646, 2.6624, 0.5012]], "homo_lumo_gap_ev": [5.41, 3.73], "total_charge": -2, "homo_ev": [-2.5, -0.8]}

[6]
{"formula": "C5H12O2", "method": "the ωB97M-V functional and the def2-TZVPD basis", "elements": ["O", "C", "C", "C", "C", "C", "H", "H", "H", "H", "H", "H", "H", "H", "H", "H", "H", "H", "O"], "coordinates": [[2.3148, -1.2834, -0.1813], [1.4192, -0.6145, 0.1616], [-0.0124, -1.2060, 0.1201], [-1.0924, -0.1759, -0.1148], [-2.4516, -0.7633, -0.7373], [-1.3034, 0.7340, 1.1482], [1.4830, 0.3471, 0.5552], [-0.1232, -2.0069, -0.6007], [-0.1929, -1.9084, 1.0360], [-0.6371, 0.6118, -0.8030], [-3.0186, -0.0335, -1.0299], [-2.8717, -1.4891, 0.0281], [-2.2287, -1.3734, -1.8270], [-0.9717, 0.1649, 2.0226], [-0.6726, 1.6201, 1.0051], [-2.3972, 1.0554, 1.2173], [0.7157, 3.0534, -0.0969], [2.1437, 2.7008, -0.8127], [1.3621, 2.4599, -0.3388]], "homo_lumo_gap_ev": 9.87, "homo_ev": -9.3}

[7]
{"formula": "C4H10KO6", "method": "the ωB97M-V functional and the def2-TZVPD basis", "elements": ["K", "C", "C", "O", "O", "H", "H", "H", "C", "C", "O", "O", "H", "H", "H", "O", "H", "H", "O", "H", "H"], "coordinates": [[-0.0097, 0.3679, -0.4654], [-1.9181, 4.3061, -1.7328], [-2.6627, 3.0390, -1.5464], [-3.7583, 2.9435, -2.1764], [-2.2878, 2.1016, -0.8144], [-1.2926, 4.5870, -0.8855], [-2.6005, 5.1529, -1.8054], [-1.2140, 4.2882, -2.5647], [1.4479, -3.9970, 1.5202], [1.4160, -2.5743, 1.0531], [2.3462, -2.1475, 0.4269], [0.5238, -1.7850, 1.4779], [0.4461, -4.4046, 1.3849], [1.7319, -3.9889, 2.5725], [2.0879, -4.5236, 0.8123], [0.0862, 0.5118, 2.9945], [0.1286, -0.2417, 2.4057], [0.0105, 0.1292, 3.8687], [1.7763, -0.8840, -2.2805], [2.1817, -1.2033, -1.4744], [1.5607, -1.6772, -2.7711]], "homo_lumo_gap_ev": 6.74, "total_charge": -1, "homo_ev": -4.4}

[8]
{"formula": "CH15NO5", "method": "the ωB97M-V functional and the def2-TZVPD basis", "elements": ["C", "N", "H", "H", "H", "H", "H", "H", "H", "O", "H", "H", "O", "H", "H", "O", "H", "H", "O", "H", "H", "O"], "coordinates": [[-1.0112, -2.0479, -2.7718], [-0.8817, -1.8508, -1.3137], [-0.0488, -1.9108, -3.2485], [-1.6345, -1.2722, -3.2217], [-1.3806, -3.0501, -2.9653], [-1.2327, -0.9587, -0.9822], [-1.5402, -2.4689, -0.8549], [-1.2776, 0.8594, 5.8934], [-0.1862, 0.1533, 6.6728], [-1.1453, 0.2860, 6.6608], [-0.0946, 0.9336, -2.4564], [-0.3933, 2.2558, -3.0551], [-0.4778, 1.3178, -3.2575], [1.9876, 1.4477, 1.3761], [2.3598, 2.9183, 1.5877], [1.6132, 2.3326, 1.4364], [2.9042, -0.9257, -0.4888], [1.7713, -1.1647, 0.4481], [2.4745, -0.5242, 0.2764], [-0.1776, 0.6151, 0.0923], [-0.8428, 1.8002, 0.4861], [-0.7859, 1.2540, -0.3144]], "homo_lumo_gap_ev": 9.76, "homo_ev": -9.5}

F_max in eV/Å, matching the order above: 0.5 5.5 0.4 1.6 4.8 8.1 4.8 1.4
Relative energy (zero: lowest compared OMol25 entry of this formula, charge and spin) in eV, matching the order above: 0.0235 0.0000 0.0287 0.6589 0.0000 2.6729 0.0000 1.2782